# C19H20N2O4S3

C19H20N2O4S3 in the gas phase (ωB97M-V with the def2-TZVPD basis set, the OMol25 dataset).

As for the max |F|: 0.0266 Eh/bohr. Its LUMO energy is -0.564 eV. Its net charge is 0. Its SMILES is CCOC(=O)C1CCN(S(=O)(=O)c2ccc(-c3nc4ccccc4s3)s2)CC1. As for the HOMO energy: -8.5008 eV.

Geometry as XYZ:
```
48
C19H20N2O4S3 ωB97M-V with the def2-TZVPD basis set
C -3.9363 -4.1249 -1.5719
C -4.8088 -3.5699 -0.4558
H -4.5393 -4.0296 0.5003
H -5.8681 -3.7321 -0.6639
O -4.6662 -2.1508 -0.3407
C -3.6220 -1.6965 0.3553
O -2.8253 -2.3977 0.9191
C -3.5674 -0.1800 0.3089
C -2.6362 0.2255 -0.8439
H -1.6556 -0.2248 -0.6804
C -2.4927 1.7450 -0.8806
N -2.0000 2.2015 0.3957
S -1.1640 3.6348 0.3756
O -1.6448 4.5172 -0.6481
O -1.0605 4.1147 1.7187
C 0.4245 3.0401 -0.1487
C 1.1545 3.4489 -1.2271
C 2.3701 2.7584 -1.3418
C 2.5455 1.8286 -0.3433
C 3.6550 0.9559 -0.1429
N 3.7598 0.1085 0.8145
C 4.9230 -0.5891 0.7703
C 5.3208 -1.5732 1.6735
C 6.5388 -2.1898 1.4903
C 7.3684 -1.8452 0.4235
C 6.9968 -0.8737 -0.4852
C 5.7745 -0.2483 -0.3082
S 5.0368 0.9978 -1.2664
H 7.6367 -0.6047 -1.3108
H 8.3177 -2.3451 0.3051
H 6.8600 -2.9532 2.1825
H 4.6687 -1.8285 2.4928
S 1.1966 1.8048 0.7539
H 3.0927 2.9303 -2.1195
H 0.8125 4.2175 -1.8953
C -2.8747 1.9037 1.5055
C -3.0311 0.3904 1.6233
H -2.0642 -0.0667 1.8356
H -3.7114 0.1553 2.4424
H -3.8603 2.3716 1.3606
H -2.4137 2.3292 2.3965
H -3.4596 2.2128 -1.1155
H -1.7720 2.0526 -1.6402
H -3.0352 -0.1304 -1.7947
H -4.5744 0.1960 0.1072
H -2.8872 -3.9616 -1.3380
H -4.1117 -5.1917 -1.6751
H -4.1705 -3.6335 -2.5132
```

***

# C19H20N2O6S

C19H20N2O6S in the gas phase (ωB97M-V with the def2-TZVPD basis set, the OMol25 dataset).

Its energy relative to the best compared isomer or geometry (same formula, charge and spin) is 55.43 kJ/mol. As for the max |F|: 0.0197 Eh/bohr. Its LUMO energy is -0.075 eV. Its net charge is 0. Its SMILES is O=C(CCC(=O)c1cccs1)OCC(=O)N1CCN(C(=O)c2ccco2)CC1. As for the HOMO energy: -8.9302 eV.

Geometry as XYZ:
```
48
C19H20N2O6S ωB97M-V with the def2-TZVPD basis set
O 2.4286 -1.1290 4.0043
C 1.2859 -1.1545 3.6380
O 0.6721 -0.1600 2.9854
C 1.4451 0.9402 2.5180
H 1.0151 1.8616 2.9232
H 2.4792 0.8362 2.8616
C 1.4595 0.9819 0.9836
O 2.5184 1.0466 0.3855
N 0.2710 0.9488 0.3588
C -1.0450 0.8997 0.9567
H -1.5177 -0.0459 0.6676
C -1.8844 2.0784 0.4493
N -1.9194 2.0703 -0.9959
C -3.1101 1.9634 -1.6375
O -4.1699 2.0136 -1.0426
C -3.0638 1.7590 -3.1088
C -2.4070 0.8393 -3.8871
C -2.8899 1.0205 -5.2023
C -3.8026 2.0289 -5.1262
O -3.9194 2.4695 -3.8699
H -4.4071 2.5049 -5.8727
H -2.5984 0.4745 -6.0756
H -1.6928 0.1098 -3.5632
C -0.6040 2.1314 -1.5823
H -0.1201 3.0619 -1.2578
H -0.6702 2.1307 -2.6687
C 0.2261 0.9429 -1.0906
H -0.2322 0.0056 -1.4223
H 1.2500 1.0052 -1.4612
H -1.4479 3.0226 0.7964
H -2.9113 2.0007 0.8098
H -0.9831 0.9357 2.0403
C 0.3401 -2.3251 3.7758
C 0.6768 -3.3359 2.6643
C 0.6512 -2.6496 1.3035
O -0.3963 -2.3341 0.7714
C 1.9342 -2.3825 0.6823
C 3.2076 -2.3648 1.2035
C 4.1750 -1.9820 0.2641
C 3.6408 -1.7275 -0.9642
S 1.9489 -1.9293 -0.9976
H 4.1544 -1.4246 -1.8550
H 5.2225 -1.8944 0.4880
H 3.4422 -2.5753 2.2311
H -0.0875 -4.1149 2.6608
H 1.6492 -3.7870 2.8524
H -0.6838 -1.9730 3.6554
H 0.4698 -2.7945 4.7505
```

***

# C19H20N4RuSbSe4

A molecular structure, C19H20N4RuSbSe4 (ωB97M-V with the def2-TZVPD basis set, the OMol25 dataset).

As for the expectation value of S²: 0.764. As for the max |F|: 0.0638 Eh/bohr. Its LUMO energy (alpha / beta) is -0.832 / -1.533 eV. Its net charge is 0. Its spin multiplicity is 2. As for the HOMO energy (alpha / beta): -6.3921 / -6.3404 eV.

Geometry as XYZ:
```
49
C19H20N4RuSbSe4 ωB97M-V with the def2-TZVPD basis set
Ru 0.7183 0.0279 -0.1237
C -1.2224 2.1763 0.8346
C -1.4628 1.3361 2.0845
C -0.2962 0.6105 2.7275
C -0.3030 0.5175 4.1141
C 0.6774 -0.1915 4.7771
C 1.6652 -0.7961 4.0245
C 1.6301 -0.6582 2.6509
N 0.6696 0.0324 1.9924
N -1.1391 1.3867 -0.3989
C -2.3444 0.6182 -0.7141
C -2.2448 -0.8335 -0.3058
C -3.3533 -1.6668 -0.3425
C -3.2119 -2.9897 0.0181
C -1.9697 -3.4426 0.4238
C -0.9168 -2.5471 0.4456
N -1.0490 -1.2687 0.0750
C -0.6540 2.1590 -1.5550
C -0.1474 1.2289 -2.6241
C -0.3333 1.4616 -3.9717
C 0.2451 0.6031 -4.8936
C 0.9860 -0.4626 -4.4303
C 1.1204 -0.6438 -3.0622
N 0.5547 0.1789 -2.1704
H -0.2877 2.7153 0.9394
H -2.0330 2.9108 0.7605
H -2.2450 0.5991 1.8871
H -1.8668 2.0060 2.8397
H -1.0901 1.0160 4.6690
H 0.6712 -0.2651 5.8602
H 2.4681 -1.3626 4.4805
H 2.4000 -1.0863 2.0372
H -2.4993 0.6403 -1.7901
H -3.2290 1.0675 -0.2592
H -4.3156 -1.2724 -0.6522
H -4.0625 -3.6603 -0.0107
H -1.8130 -4.4723 0.7240
H 0.0702 -2.8390 0.7697
H 0.1828 2.7572 -1.2149
H -1.4185 2.8325 -1.9589
H -0.9119 2.3201 -4.2942
H 0.1229 0.7741 -5.9589
H 1.4754 -1.1485 -5.1109
H 1.7076 -1.4435 -2.6483
Se 6.6003 1.4821 1.8694
Sb 5.8205 0.2441 -0.1346
Se 2.9696 0.2410 -0.3304
Se 7.0229 1.1380 -2.1239
Se 6.6426 -2.0307 0.0749
```

***

# C19H20N8O3

2 unconnected molecules or ions with the total composition C19H20N8O3 (ωB97M-V with the def2-TZVPD basis set, the OMol25 dataset).

Its energy relative to the best compared isomer or geometry (same formula, charge and spin) is 0.00 kJ/mol. As for the max |F|: 0.0460 Eh/bohr. Its LUMO energy is -0.111 eV. Its net charge is 0. Its SMILES is N#Cc1c(-c2cccc(C=O)c2)[nH]c2nc(N)nc(N)c12.CNC(=O)CNC(C)=O. As for the HOMO energy: -7.9255 eV.

Geometry as XYZ:
```
50
C19H20N8O3 ωB97M-V with the def2-TZVPD basis set
N -2.1621 -3.6409 -0.1124
O 1.1617 -0.0280 -6.1635
O 3.4683 1.7893 4.8169
O 2.2314 0.1109 1.1467
C -2.3659 -2.5829 -0.5555
N -6.1671 0.0026 -0.6336
N -4.7623 1.4504 -1.8717
C 1.7768 -0.7268 -5.3664
C 3.3368 2.5492 3.8664
C 3.0603 -0.0887 2.0272
C -2.6349 -1.2875 -1.1012
C -1.7795 -0.5031 -1.8491
C -5.9017 1.0775 -1.3344
C -5.1525 -0.8113 -0.4988
C -3.7808 0.5786 -1.7219
C 1.7778 -1.7660 -1.7517
C 2.1816 -1.5573 -3.0708
C 0.4946 -1.3994 -1.3458
C 0.0219 -0.5826 -3.5706
C -3.9156 -0.5918 -1.0344
C 1.3132 -0.9544 -3.9923
C -0.4042 -0.8204 -2.2535
N -6.8958 1.9478 -1.4359
N -5.4488 -1.9283 0.1900
N -2.4973 0.6330 -2.2141
N 2.9713 -1.1944 2.7734
N 3.6996 2.2371 2.6246
C 2.7439 3.9231 4.0645
C 3.8158 -1.5736 3.9062
C 4.2026 0.9178 2.2369
H 2.7372 -1.1308 -5.6714
H 2.4594 -2.2110 -1.0330
H 3.1837 -1.8548 -3.3686
H 0.2041 -1.5635 -0.3119
H -0.6641 -0.1326 -4.2842
H -7.5664 1.8131 -0.6938
H -6.5443 2.8773 -1.6128
H -6.4476 -2.0794 0.2521
H -4.8433 -2.7210 0.0073
H -2.1406 1.4117 -2.7578
H 2.1783 -1.7814 2.5640
H 3.5199 2.9073 1.8952
H 2.4599 4.0392 5.1095
H 3.4850 4.6745 3.8001
H 1.8635 4.0275 3.4332
H 4.8332 -1.7810 3.5701
H 3.4110 -2.4680 4.3823
H 3.8345 -0.7692 4.6459
H 4.8946 0.5595 2.9977
H 4.7528 1.0026 1.3009
```

***

# C19H20O10

C19H20O10 in the gas phase (ωB97M-V with the def2-TZVPD basis set, the OMol25 dataset).

Its energy relative to the best compared isomer or geometry (same formula, charge and spin) is 85.56 kJ/mol. As for the max |F|: 0.0752 Eh/bohr. Its LUMO energy is 0.405 eV. Its net charge is 0. Its SMILES is COCc1c(O)c(O)c(O)c2c1CO[C@H]2[C@H]1O[C@H](O)c2c(C)c(O)c(O)c(O)c21. As for the HOMO energy: -8.1830 eV.

Geometry as XYZ:
```
49
C19H20O10 ωB97M-V with the def2-TZVPD basis set
O 2.6980 -4.7842 -2.1131
O -3.6344 2.6072 -0.6245
O 0.3036 -6.2511 -1.5450
O -2.2403 4.6292 0.2765
O 2.9224 -2.2372 -1.0496
O -2.4369 0.0127 -0.8413
O 0.1578 5.7457 0.4682
O -1.2358 -2.7889 2.6965
O -0.4641 -1.0632 1.4638
O 1.9049 0.5458 -0.7244
C 1.8078 -4.2875 -1.1945
C -2.3709 2.3273 -0.2831
C 0.5602 -4.9404 -0.9949
C -1.6633 3.4106 0.1279
C 1.9071 -3.0167 -0.6584
C -1.7803 1.0862 -0.4750
C -0.4606 -4.4515 -0.1937
C -0.2577 3.3010 0.1969
C 0.3736 2.1248 -0.1437
C -0.2530 -3.1495 0.3675
C 0.8630 -2.4377 0.1011
C -0.3221 0.9948 -0.3845
C 1.1218 6.7124 0.6943
C -1.7930 -5.1868 0.1415
C 0.5216 4.4065 0.7511
C 1.7980 1.8978 -0.2266
C -1.1657 -2.2848 1.3183
C 0.7387 -1.0591 0.6403
C 0.6326 -0.1413 -0.5715
H 3.3045 -4.0609 -2.4257
H -3.7820 3.5258 -0.3083
H 1.2275 -6.6019 -1.9191
H -1.4590 5.3057 0.2961
H 2.5571 -1.3084 -1.2186
H -3.3616 -0.0359 -0.4437
H -0.5079 -3.4397 2.8453
H 0.9181 7.5565 0.0571
H 2.1193 6.3560 0.3851
H 1.2675 7.1700 1.7182
H -2.4935 -4.4590 0.6431
H -2.2793 -5.5488 -0.7725
H -1.8014 -6.0597 0.8506
H 0.4062 4.3672 1.8493
H 1.5433 4.1712 0.6462
H 2.1757 2.6186 -0.8765
H 2.2217 1.9796 0.7078
H -2.0949 -1.8162 0.9005
H 1.5945 -0.7289 1.3232
H 0.2115 -0.7130 -1.4784
```

***

# C19H21AuN2O3

A molecular structure, C19H21AuN2O3 (ωB97M-V with the def2-TZVPD basis set, the OMol25 dataset).

Its energy relative to the best compared isomer or geometry (same formula, charge and spin) is 51.77 kJ/mol. As for the max |F|: 0.0181 Eh/bohr. Its LUMO energy is -0.792 eV. Its net charge is 0. As for the HOMO energy: -7.8631 eV.

Geometry as XYZ:
```
46
C19H21AuN2O3 ωB97M-V with the def2-TZVPD basis set
Au 0.3562 0.2315 -0.2234
O 0.1992 0.3073 1.7271
C -0.8619 0.8447 2.3279
C -0.8894 0.6060 3.7146
C -1.9204 1.0409 4.5127
C -2.9961 1.7427 3.9698
C -2.9831 2.0043 2.6214
C -1.9380 1.5975 1.7742
C -2.0668 2.0586 0.3919
N -1.1445 1.9714 -0.4697
C -1.2611 2.3593 -1.8647
C -0.0284 1.7956 -2.6056
N 0.1311 0.3919 -2.2319
C -0.1241 -0.5817 -3.0241
C -0.4025 -1.9157 -2.5862
C -0.2349 -2.9876 -3.4817
C -0.5714 -4.2670 -3.1265
C -1.1270 -4.4854 -1.8549
C -1.3471 -3.4546 -0.9770
C -0.9943 -2.1221 -1.3004
O -1.2914 -1.1632 -0.4739
H -0.0623 0.0437 4.1265
H -1.8969 0.8220 5.5731
H -3.8153 2.0747 4.5916
H -3.8033 2.5566 2.1764
H -3.0283 2.5211 0.1360
H -1.2670 3.4477 -1.9651
H -2.1809 1.9649 -2.3078
H 0.8670 2.3324 -2.2905
H -0.1558 1.8959 -3.6859
H -0.2121 -0.3536 -4.0884
H 0.1764 -2.7866 -4.4649
H -0.4214 -5.0900 -3.8106
H -1.3952 -5.4930 -1.5607
H -1.7929 -3.6247 -0.0060
C 3.8968 1.5748 1.2607
C 3.0769 0.3277 0.9604
C 3.9531 -0.9050 0.7730
O 2.3372 0.5490 -0.2209
H 4.4423 1.4604 2.2000
H 3.2410 2.4422 1.3445
H 4.6151 1.7602 0.4594
H 2.4148 0.1473 1.8125
H 4.6868 -0.7320 -0.0171
H 3.3373 -1.7592 0.4881
H 4.4826 -1.1508 1.6960
```

***

Q: Which formula does entry 3 have?
A: C19H20N4RuSbSe4